This record from the OMol25 dataset describes a structure of composition C64H144N6O16 in a non-equilibrium geometry. The level of theory is the ωB97M-V functional and the def2-TZVPD basis.

Values from the calculation:
2S+1: 1
E_LUMO: -0.098 eV
Kohn-Sham gap: 6.412 eV

Each line ends with the Löwdin charge.
Element x y z (Å)
O 3.80 -2.57 1.44  -0.179
O -1.31 0.18 3.75  -0.109
O -2.05 1.53 -2.50  -0.112
O -2.33 3.25 -3.52  -0.030
O -0.29 -2.46 -4.65  -0.076
O 2.94 0.80 2.62  -0.101
O -1.05 2.59 3.05  -0.055
O 2.72 -4.07 0.76  0.090
O 0.68 -4.37 2.94  -0.049
O 2.24 -0.13 -3.98  -0.088
O -0.88 -4.44 -5.21  0.034
O 2.54 -0.91 -2.10  -0.095
O -3.85 -1.12 0.51  0.044
O -2.92 0.05 -0.85  -0.100
O -3.77 -3.74 1.81  -0.104
O -4.37 2.91 -3.58  -0.084
N -0.69 3.92 3.37  -0.032
N -0.28 -4.55 -3.96  -0.111
N -1.59 0.33 -0.52  -0.055
N -1.20 3.61 -2.87  -0.070
N 3.85 -0.31 -2.05  -0.006
N -1.85 -0.87 4.57  -0.040
C 0.52 -5.82 -1.47  -0.159
C -0.37 -0.34 6.64  -0.011
C -1.25 4.42 4.61  -0.475
C -2.67 4.74 -1.15  -0.042
C 4.96 -1.23 -1.63  -0.420
C 6.21 0.89 -0.91  -0.195
C -0.78 3.63 5.86  -0.009
C -1.45 6.18 -2.76  -0.006
C 0.16 6.14 2.62  -0.124
C -2.61 0.86 6.08  -0.031
C -1.86 2.66 0.05  -0.055
C 0.02 3.14 -3.52  -0.361
C -0.04 1.62 -3.86  -0.043
C 3.84 -0.31 2.44  -0.151
C -2.01 0.82 1.81  -0.015
C -2.27 -3.26 4.92  -0.115
C 1.18 3.21 -2.52  -0.197
C -1.82 -0.48 6.00  -0.450
C 3.21 1.37 -0.21  -0.001
C -2.79 4.62 4.54  -0.009
C -2.22 -3.08 6.50  -0.120
C -1.68 -2.55 2.67  -0.067
C 0.63 4.15 1.33  -0.085
C 0.19 1.55 0.81  -0.102
C 1.32 -3.93 0.54  -0.097
C 0.07 -2.50 4.40  -0.038
C -0.67 -0.74 -0.87  -0.280
C -4.21 1.54 -3.63  -0.201
C -1.39 -2.24 4.17  -0.407
C 2.09 -4.65 -4.84  -0.019
C 1.58 -5.57 -2.57  -0.078
C 4.72 -1.97 -0.30  -0.032
C 1.27 4.62 -1.79  -0.056
C 0.51 3.93 -4.81  0.003
C 0.99 -2.08 -4.28  -0.285
C -4.35 -2.28 -0.14  -0.086
C -0.67 5.82 4.82  -0.178
C -1.22 -4.48 -2.78  -0.361
C 0.58 -6.80 -4.61  -0.010
C -1.71 4.98 1.27  -0.046
C -0.75 -0.96 -2.46  -0.038
C 3.79 1.09 -1.64  -0.385
C -0.48 4.78 2.17  -0.356
C 3.02 -1.52 1.83  -0.233
C 6.32 -0.44 -1.59  -0.129
C -3.37 1.13 -2.36  -0.240
C 5.22 1.78 -1.63  -0.102
C -0.10 4.80 -1.00  -0.157
C -1.33 1.37 0.53  -0.295
C -0.50 -4.69 -1.39  -0.099
C -2.35 -5.50 -2.88  -0.024
C 1.03 -0.61 -4.51  -0.227
C -0.60 6.87 3.74  -0.167
C 0.67 -3.42 1.88  -0.218
C -1.01 -2.13 -0.28  -0.040
C -1.89 -3.12 -2.76  -0.057
C -1.36 4.81 -1.97  -0.357
C -3.56 -3.54 0.38  -0.197
C 0.97 0.26 0.86  -0.197
C 2.97 1.85 -2.65  -0.108
C -2.56 -1.55 6.84  -0.124
C 5.02 -2.30 -2.73  -0.037
C 0.79 -0.38 -0.50  -0.094
C 0.95 -5.40 -4.04  -0.389
H 2.77 2.86 -2.27  0.062
H 5.31 -1.86 -3.69  0.078
H -1.65 1.47 2.61  0.007
H -3.51 0.05 -2.28  0.123
H -0.19 2.16 3.15  0.114
H -2.49 -3.53 0.20  0.066
H 3.60 0.75 0.60  0.056
H 4.02 -2.71 -2.84  0.057
H 4.34 -0.60 3.37  0.122
H -2.49 5.38 1.92  0.105
H -2.36 6.16 -3.35  0.081
H 2.22 -4.74 -2.25  0.110
H 2.13 3.08 -3.04  0.036
H -1.66 -0.16 2.12  0.076
H -2.96 3.73 -0.88  0.048
H -2.96 -5.53 -1.99  0.076
H 1.03 -0.56 -5.60  0.161
H -1.50 1.21 -1.78  0.049
H -1.39 3.92 6.71  0.097
H -0.35 -3.18 1.56  0.044
H 1.75 -4.38 -5.84  0.096
H -1.01 1.40 -4.32  0.129
H 0.20 -6.82 -5.63  0.085
H 0.48 -3.09 3.58  -0.019
H -0.07 0.98 -2.98  0.061
H 0.56 -1.53 4.33  0.098
H -1.13 -1.88 2.01  0.045
H -2.12 0.54 3.39  0.032
H -3.58 0.81 5.60  0.089
H -0.26 -7.06 -3.96  0.058
H 6.07 0.70 0.16  0.101
H -2.03 -4.25 4.54  0.117
H 1.33 3.45 -5.34  0.071
H 2.41 -1.18 0.99  0.090
H -1.97 -6.51 -3.07  0.071
H -0.92 -2.19 0.80  0.040
H 1.18 6.00 2.98  0.118
H 1.25 2.44 -1.75  0.095
H 0.25 3.36 0.67  0.019
H -1.62 -1.56 -2.71  0.042
H -1.33 -5.28 -5.36  0.113
H -5.38 -2.46 0.18  0.135
H 0.10 -0.16 -4.17  0.065
H -1.26 -2.39 -2.26  -0.001
H -3.63 -1.49 6.66  0.104
H -1.24 -3.31 6.92  0.087
H 0.27 6.86 1.80  0.120
H 2.18 1.02 -0.27  0.024
H -3.04 -5.29 -3.70  0.094
H 4.65 -0.01 1.79  0.084
H -2.94 2.72 -0.13  0.116
H 2.40 0.64 -4.52  0.116
H -0.15 -3.74 -0.97  0.015
H 3.18 2.43 0.06  0.111
H -0.05 5.72 -0.42  0.105
H 2.28 -3.71 -4.33  0.030
H -3.35 3.69 4.47  0.078
H 0.27 3.71 6.14  0.091
H -1.52 5.65 0.44  0.078
H -3.78 -1.21 1.46  0.125
H 0.37 -2.94 5.35  0.094
H 2.32 -1.93 2.56  0.096
H 0.74 1.32 -4.55  0.080
H -1.16 6.26 5.69  0.118
H -3.86 1.55 -1.48  0.142
H -0.14 4.01 -0.26  0.021
H 0.92 -4.86 0.14  0.063
H 1.12 -2.53 2.32  0.078
H -2.53 2.42 -3.10  -0.105
H 1.08 -5.85 -0.54  0.080
H 3.75 -2.46 -0.17  0.079
H 1.25 -3.11 -0.18  0.123
H 5.68 -3.16 -2.61  0.080
H -2.85 -3.19 -2.25  0.100
H 5.44 -2.73 0.03  0.120
H 0.87 4.95 -4.70  0.065
H 5.52 1.91 -2.67  0.117
H -1.66 -3.59 2.33  0.100
H -1.55 7.04 3.23  0.109
H 2.82 -4.86 1.29  0.162
H 2.04 0.48 0.97  0.029
H -0.59 6.20 -3.43  0.056
H -0.04 7.73 4.10  0.120
H 0.16 -1.40 -2.87  0.066
H -2.91 1.12 7.10  0.093
H -3.32 -4.54 2.08  0.092
H -2.94 -3.80 6.88  0.097
H -0.34 3.94 -5.49  0.084
H 1.10 -2.39 -3.24  0.125
H 1.49 -4.33 3.44  0.118
H 1.39 -1.28 -0.58  0.103
H -5.16 1.03 -3.69  0.118
H 1.35 5.50 -2.43  0.103
H -0.83 -0.01 -2.99  0.057
H -2.05 1.63 5.56  0.025
H -3.18 5.17 3.68  0.066
H 3.41 1.83 -3.64  0.130
H -4.35 -2.30 -1.23  0.130
H 4.75 -1.21 0.48  0.065
H 1.12 4.88 0.69  0.083
H -1.32 2.92 -0.86  0.102
H -1.23 -5.05 -0.67  0.135
H 0.71 -0.34 1.73  0.127
H 1.78 -2.47 -4.92  0.108
H 0.35 2.13 1.72  0.086
H 1.39 -7.51 -4.43  0.090
H 0.25 0.40 6.13  0.074
H -3.29 -0.41 -0.09  -0.188
H -3.09 0.79 1.64  0.125
H -1.72 3.49 0.73  -0.026
H 6.99 -1.05 -0.98  0.117
H 0.23 -1.24 6.62  0.054
H -2.68 -2.18 2.43  0.079
H 0.67 2.10 0.00  0.104
H -3.56 3.31 -3.24  -0.066
H 1.10 0.38 -1.22  0.108
H 7.21 1.33 -0.96  0.109
H 3.03 -5.19 -4.89  0.094
H -2.08 -2.29 -0.45  0.062
H -1.48 7.09 -2.16  0.080
H -2.60 -1.28 7.90  0.109
H -3.09 5.13 5.45  0.083
H -0.51 -0.10 7.70  0.079
H -3.92 -4.38 -0.21  0.113
H 2.07 4.53 -1.06  0.097
H 2.32 -6.37 -2.60  0.118
H 0.09 -6.81 -1.65  0.123
H 0.38 5.72 5.12  0.115
H -2.58 5.28 -0.20  0.049
H 3.24 -3.19 0.97  -0.252
H -0.97 2.60 5.56  0.029
H -3.55 5.02 -1.72  0.106
H 1.98 1.43 -2.85  0.066
H 1.44 3.68 1.89  0.117
H -0.52 -2.98 -0.75  0.000
H 6.79 -0.35 -2.57  0.114
H -3.31 -3.17 4.63  0.113
H 3.41 1.63 2.72  0.100
H -0.47 -3.37 -4.40  -0.109
H 2.26 -0.95 -3.02  -0.054
H -3.55 1.29 -4.46  0.117
H 5.06 2.77 -1.19  0.115
H -2.05 -2.74 -3.77  0.132
H -2.05 4.01 0.89  -0.017